This record from the Open Molecules 2025 dataset describes a structure of composition C23H16N8O4Ru. The level of theory is ωB97M-V/def2-TZVPD.

Each line ends with the Löwdin spin population.
CARTESIAN COORDINATES (ANGSTROEM)
Ru -1.02 -0.30 0.00  1.530
C -1.59 -0.30 4.36  0.017
C -2.03 -0.30 3.05  0.005
N -1.18 -0.30 2.01  0.021
C 0.22 -0.30 2.32  0.006
C 0.60 -0.30 3.66  0.007
N -0.28 -0.30 4.70  -0.002
C 1.28 -0.30 1.22  0.105
C 2.65 -0.30 1.24  0.054
C 3.39 -0.30 0.00  0.182
C 2.65 -0.30 -1.24  0.053
C 1.28 -0.30 -1.21  0.105
N 0.79 -0.30 0.00  0.266
C 0.22 -0.30 -2.32  0.006
C 0.60 -0.30 -3.66  0.007
N -0.27 -0.30 -4.70  -0.002
C -1.58 -0.30 -4.37  0.017
C -2.03 -0.30 -3.06  0.006
N -1.18 -0.30 -2.01  0.021
C 4.90 -0.30 0.00  0.097
C 5.66 -0.30 1.18  0.309
C 7.05 -0.30 1.14  0.250
N 7.76 -0.30 0.00  0.110
C 7.04 -0.30 -1.14  0.250
C 5.65 -0.30 -1.19  0.308
H -2.29 -0.30 5.19  0.001
H -3.09 -0.30 2.80  0.000
H 1.64 -0.30 3.96  0.000
H 3.16 -0.30 2.20  0.003
H 3.16 -0.30 -2.19  0.003
H 1.64 -0.30 -3.96  0.000
H -2.28 -0.30 -5.20  0.001
H -3.08 -0.30 -2.81  0.000
H 5.21 -0.30 2.17  0.013
H 7.64 -0.30 2.05  0.006
H 7.63 -0.30 -2.06  0.006
H 5.20 -0.30 -2.17  0.013
O -6.72 -0.29 0.00  0.000
C -6.27 0.98 0.00  0.001
O -7.07 1.91 0.00  0.001
C -4.82 1.23 0.00  0.004
C -4.30 2.52 0.00  -0.001
N -2.95 2.40 0.00  0.016
N -2.52 1.14 0.00  0.092
C -3.65 0.40 0.00  0.013
C -3.64 -1.09 0.00  0.014
O -4.78 -1.66 0.00  -0.001
O -2.52 -1.68 0.00  0.066
H -5.98 -0.97 0.00  0.000
H -4.79 3.48 0.00  0.001
H -2.26 3.14 0.00  0.002
H -2.85 -0.30 0.00  0.017

## Properties
HOMO-LUMO gap (alpha / beta)   4.31 / 4.36 eV
LUMO (alpha / beta)   -7.15 / -10.17 eV
HOMO energy (alpha / beta)   -11.46 / -14.53 eV
Net charge   +2
2S+1   5
Energy   -46774.6372 eV

This record from the Open Molecules 2025 dataset describes a cluster of 2 separate species, CH6NO2 in total. The level of theory is ωB97M-V/def2-TZVPD.

Each line ends with the natural charge from an NBO analysis.
CARTESIAN COORDINATES (ANGSTROEM)
N 0.56 1.63 1.03  -0.897
C 0.12 0.26 0.70  0.129
O 0.23 -0.07 -0.59  -0.969
H 0.06 2.22 0.36  0.333
H 1.54 1.71 0.78  0.328
H -0.93 0.21 1.09  0.070
H 0.69 -0.42 1.38  0.066
H -0.72 -1.07 -1.51  0.519
H -0.56 -2.52 -1.29  0.446
O -0.98 -1.95 -1.95  -1.026

## Properties
HOMO-LUMO gap   7.87 eV
LUMO   4.81 eV
Energy above the lowest of the compared OMol25 structures with the same formula, charge and spin   2.4 kcal per mole
HOMO energy   -3.06 eV
Net charge   -1
2S+1   1
Energy   -6719.7257 eV

This record from the Open Molecules 2025 dataset describes a structure of composition C32H51N4O2P2Pt. The level of theory is ωB97M-V/def2-TZVPD.

Each line ends with the Löwdin spin population.
CARTESIAN COORDINATES (ANGSTROEM)
C -1.91 -1.85 -1.77  0.044
C 0.32 -1.95 -2.60  0.035
C -2.23 -2.90 -2.62  0.113
C -0.10 -2.70 -3.72  0.120
C -1.33 -3.32 -3.60  0.009
H -3.19 -3.39 -2.44  0.005
H 0.65 -3.01 -4.44  0.004
H -1.63 -4.12 -4.30  -0.001
N -0.64 -1.43 -1.74  0.130
P -2.44 0.33 -0.15  0.116
P 2.03 -0.83 -0.90  0.150
C -2.92 -1.28 -0.78  0.008
H -3.92 -1.27 -1.23  0.000
H -3.02 -2.01 0.03  0.001
C 0.28 1.12 1.10  0.181
O 0.47 2.05 1.79  0.066
C 1.70 -1.92 -2.31  0.509
H 2.25 -1.56 -3.22  0.020
C 3.50 0.50 -0.99  0.044
C 2.68 -2.44 -0.17  0.029
C -3.32 1.50 -1.40  0.040
C -3.26 0.36 1.54  0.002
C 3.13 1.93 -0.54  0.010
H 2.87 1.97 0.53  0.000
H 4.01 2.59 -0.68  0.001
H 2.29 2.34 -1.11  0.002
C 4.70 0.12 -0.12  0.007
H 4.43 0.13 0.95  0.000
H 5.13 -0.85 -0.38  0.000
H 5.50 0.87 -0.24  0.002
C 3.95 0.61 -2.45  0.009
H 4.75 1.37 -2.53  0.001
H 4.35 -0.33 -2.86  0.000
H 3.13 0.97 -3.09  0.004
C 3.23 -2.33 1.25  0.008
H 2.51 -1.80 1.90  0.000
H 3.35 -3.36 1.63  0.002
H 4.21 -1.85 1.29  0.000
C 1.48 -3.41 -0.12  0.030
H 0.65 -2.98 0.46  0.009
H 1.10 -3.66 -1.13  0.008
H 1.79 -4.35 0.35  0.001
C 3.76 -2.95 -1.18  0.024
H 4.03 -2.23 -1.96  0.002
H 4.69 -3.23 -0.67  0.003
H 3.37 -3.84 -1.70  0.006
C -3.14 1.76 2.17  0.001
H -3.52 1.73 3.21  0.000
H -2.10 2.12 2.21  0.000
H -3.74 2.51 1.64  0.000
C -2.53 -0.65 2.44  0.011
H -2.65 -1.67 2.07  0.000
H -1.46 -0.44 2.50  0.008
H -2.94 -0.61 3.46  0.001
C -4.75 -0.03 1.54  0.002
H -5.07 -0.21 2.58  0.000
H -5.40 0.76 1.16  0.000
H -4.95 -0.95 0.99  0.000
C -2.89 1.17 -2.84  0.003
H -3.54 1.72 -3.53  0.000
H -1.85 1.44 -3.03  0.001
H -3.03 0.10 -3.07  0.000
C -2.93 2.95 -1.06  0.006
H -1.84 3.08 -1.05  0.003
H -3.36 3.61 -1.84  0.000
H -3.35 3.28 -0.10  0.000
C -4.85 1.36 -1.38  0.011
H -5.20 0.33 -1.49  0.001
H -5.32 1.80 -0.49  0.000
H -5.25 1.92 -2.24  0.003
Pt -0.07 -0.11 -0.25  1.053
N 0.16 2.13 -1.88  0.246
C 0.33 2.11 -3.05  0.054
C 0.89 2.04 -4.35  0.243
C 0.90 3.35 -4.84  0.017
C 1.23 0.98 -5.27  0.091
C 1.01 3.62 -6.20  0.102
H 0.70 4.21 -4.18  -0.001
C 1.40 1.29 -6.64  0.051
H 1.36 -0.08 -4.99  0.002
C 1.27 2.60 -7.13  0.272
H 0.88 4.66 -6.49  0.002
H 1.63 0.50 -7.38  0.000
H 1.38 2.84 -8.20  0.009
N 0.88 -1.51 4.99  0.004
C 0.83 -0.47 4.07  0.004
N 0.36 0.72 4.56  0.001
O 1.09 -0.62 2.85  0.045
H 1.02 -1.24 5.94  0.000
H 1.42 -2.29 4.65  0.000
H 0.48 1.52 3.97  0.000
H 0.41 0.87 5.56  0.000

## Properties
HOMO-LUMO gap (alpha / beta)   3.48 / 3.20 eV
LUMO (alpha / beta)   -9.94 / -13.51 eV
HOMO energy (alpha / beta)   -13.41 / -16.71 eV
Net charge   +3
2S+1   5
Energy   -65860.3580 eV

This record from the Open Molecules 2025 dataset describes a structure of composition C21H47NO3Si2. The level of theory is ωB97M-V/def2-TZVPD.

Each line ends with the Mulliken charge.
CARTESIAN COORDINATES (ANGSTROEM)
O 7.61 1.63 0.02  -0.329
O 7.33 1.67 -1.31  -0.256
C 7.62 0.31 -1.80  -0.346
Si 6.79 -0.97 -0.59  0.378
C 5.74 -2.24 -1.59  -0.639
C 4.30 -1.58 -1.88  -0.695
C 3.23 -1.84 -0.67  -0.382
C 1.82 -1.29 -1.21  -0.599
N 1.10 -0.38 -0.28  0.320
C -0.35 -0.46 -0.43  -0.367
C -1.00 0.56 0.56  -0.332
C 0.25 1.20 1.26  -0.928
C 1.56 0.59 0.69  -0.278
O 8.02 -1.86 0.24  -0.403
Si 8.19 -1.39 1.90  0.557
H 8.57 1.73 0.20  0.324
H 8.76 0.11 -1.82  0.265
H 7.26 0.19 -2.88  0.314
H 5.85 -0.28 0.32  -0.118
H 5.72 -3.28 -1.13  0.400
H 6.27 -2.34 -2.62  0.292
H 4.38 -0.44 -2.00  0.273
H 3.82 -2.07 -2.81  0.317
H 3.57 -1.39 0.32  0.274
H 3.19 -2.98 -0.51  0.258
H 2.01 -0.69 -2.18  0.279
H 1.11 -2.14 -1.52  0.270
H -0.89 -1.15 -1.18  0.358
H -2.11 0.77 0.69  0.487
H 0.17 2.03 2.03  0.345
H 2.64 0.81 0.92  0.370
H 7.06 -1.86 2.73  -0.114
H 9.49 -1.88 2.41  -0.163
H 8.25 0.08 2.01  -0.161
C -4.51 6.69 -0.73  -1.192
C -4.29 5.73 -1.89  -0.371
C -4.64 4.28 -1.55  -0.831
C -3.80 3.65 -0.43  -0.637
C -2.29 3.65 -0.68  -0.126
C -1.89 2.84 -1.91  -1.169
H -3.87 6.45 0.12  0.287
H -4.28 7.72 -1.03  0.376
H -5.55 6.67 -0.39  0.291
H -3.26 5.81 -2.24  0.241
H -4.92 6.05 -2.72  0.378
H -4.56 3.68 -2.45  0.313
H -5.70 4.23 -1.25  0.396
H -4.14 2.62 -0.29  0.295
H -4.00 4.17 0.51  0.380
H -1.79 3.22 0.19  0.083
H -1.91 4.67 -0.78  0.371
H -2.21 1.80 -1.81  0.189
H -0.80 2.84 -2.02  0.343
H -2.31 3.25 -2.82  0.409
C -6.15 -4.03 1.29  -1.172
C -5.17 -4.03 2.46  -0.430
C -4.37 -2.74 2.57  -0.891
C -3.46 -2.43 1.38  -0.135
C -2.43 -3.51 1.05  -0.336
C -1.43 -3.75 2.17  -1.259
H -5.64 -3.95 0.33  0.278
H -6.72 -4.97 1.28  0.381
H -6.86 -3.21 1.38  0.288
H -4.50 -4.90 2.38  0.235
H -5.74 -4.17 3.39  0.370
H -3.76 -2.78 3.49  0.350
H -5.06 -1.90 2.71  0.396
H -2.93 -1.49 1.58  -0.053
H -4.07 -2.25 0.49  0.409
H -1.88 -3.20 0.15  0.234
H -2.93 -4.45 0.79  0.368
H -0.89 -2.83 2.41  0.249
H -0.70 -4.50 1.87  0.377
H -1.92 -4.11 3.08  0.344

## Properties
HOMO-LUMO gap   8.53 eV
LUMO   0.66 eV
HOMO energy   -7.87 eV
Net charge   0
2S+1   1
Energy   -45922.4499 eV

This record from the Open Molecules 2025 dataset describes a cluster of 3 separate species, C5H12O3 in total. The level of theory is ωB97M-V/def2-TZVPD.

Each line ends with the natural charge from an NBO analysis.
CARTESIAN COORDINATES (ANGSTROEM)
C 1.35 0.96 -3.04  -0.456
C 1.09 0.42 -1.79  0.291
O 1.68 -0.74 -1.62  -0.683
C 0.03 1.07 -0.81  -0.261
C -1.26 1.20 -0.89  -0.177
C -2.10 1.52 0.29  -0.669
H 2.17 0.70 -3.68  0.194
H 0.77 1.51 -3.60  0.182
H 2.22 -0.83 -0.78  0.481
H 0.54 1.52 0.11  0.196
H -1.89 0.82 -1.71  0.208
H -1.67 2.24 1.15  0.234
H -2.81 2.28 -0.19  0.215
H -2.90 0.69 0.44  0.245
O -0.47 -0.37 6.97  -0.930
H -0.68 0.35 6.46  0.465
H 0.20 -0.17 7.55  0.464
O -0.02 -3.20 -1.19  -0.944
H -0.01 -2.27 -1.38  0.478
H -0.07 -3.28 -0.22  0.465

## Properties
HOMO-LUMO gap   9.28 eV
LUMO   0.55 eV
Energy above the lowest of the compared OMol25 structures with the same formula, charge and spin   104.0 kcal per mole
HOMO energy   -8.73 eV
Net charge   0
SMILES string   C=C(O)/C=C/C.O.O
2S+1   1
Energy   -11518.2550 eV